[1]
# C3H5ClN2S

The molecule C3H5ClN2S (wB97M-V/def2-TZVPD, OMol25).

The calculation puts the LUMO energy at 0.01978 Ha. The calculation puts the energy above the lowest of the compared OMol25 structures with the same formula, charge and spin at 3.2939 eV. For the total energy, the calculation gives -29525.9334 eV.

Geometry as XYZ:
```
12
Properties=species:S:1:pos:R:3:forces:R:3
C -0.076 0.563 0.380 -0.5 -0.6 1.9
C 1.974 0.855 -0.757 -1.9 -2.0 -0.2
C -0.211 -0.993 0.631 1.0 -0.6 -0.1
N 1.181 1.155 0.203 1.4 0.4 -0.9
N -2.582 -0.015 0.200 -0.7 0.4 0.9
S -1.322 -0.342 -0.616 1.1 -0.2 -0.7
Cl 1.225 -1.947 -0.027 -1.4 0.4 0.8
H -0.698 1.152 1.107 0.4 -0.7 -0.8
H 3.010 1.230 -0.808 -0.8 0.0 0.0
H 1.588 0.013 -1.466 1.2 1.9 0.5
H -0.686 -1.539 1.506 0.7 1.2 -1.1
H -3.401 -0.131 -0.354 -0.6 -0.1 -0.6
```
Forces are in eV/Å.



[2]
# C4H9NP

The ion C4H9NP with charge +1 (wB97M-V/def2-TZVPD, OMol25).

The charge is +1. The calculation puts the LUMO energy at -0.12929 Ha. The calculation puts the energy above the lowest of the compared OMol25 structures with the same formula, charge and spin at 2.0272 eV. For the total energy, the calculation gives -15063.5350 eV.

Geometry as XYZ:
```
15
Properties=species:S:1:pos:R:3:forces:R:3
C 0.849 -0.966 0.001 0.3 -0.2 0.1
C 0.969 1.529 -0.209 0.7 0.4 -0.1
C 0.931 0.373 0.710 0.7 -0.4 0.3
C -0.471 -0.610 -0.694 0.1 1.9 0.9
N -0.301 0.945 0.151 -1.4 -2.0 -1.4
P -1.924 -1.631 -0.284 0.2 -0.2 -0.3
H 1.678 -1.161 -0.675 0.0 0.0 0.0
H 0.745 -1.810 0.682 0.0 0.1 0.0
H 1.171 2.509 0.207 -0.1 -0.1 0.1
H 1.299 1.406 -1.232 -0.1 -0.1 -0.1
H 1.190 0.481 1.754 -0.1 0.1 0.0
H -0.412 -0.338 -1.745 0.0 0.0 0.0
H -1.051 1.427 0.632 0.1 0.1 0.1
H -2.877 -0.622 -0.400 -0.3 0.2 -0.1
H -1.795 -1.533 1.101 0.1 0.0 0.4
```
Forces are in eV/Å.



[3]
# C12H20B2F8O10Tl

A structure of composition C12H20B2F8O10Tl (wB97M-V/def2-TZVPD, OMol25).

As for the expectation value of S²: 0.76. The calculation puts the LUMO energy (alpha / beta) at -0.23213 / -0.23244 Ha. The multiplicity is 2. For the total energy, the calculation gives -61029.4085 eV.

Geometry as XYZ:
```
53
Properties=species:S:1:pos:R:3:forces:R:3
Tl 0.191 0.398 0.510 -0.7 -0.5 -0.4
C 1.265 -0.683 -4.381 -1.2 -0.1 2.6
C 0.622 -0.368 -5.567 2.7 -1.1 -4.9
C -0.835 0.122 -5.508 -1.5 -0.5 -7.4
O -1.507 0.208 -6.633 2.8 -0.2 3.7
C -1.568 0.320 -4.374 0.6 0.2 2.1
C -0.895 0.166 -3.121 -1.5 0.7 3.1
C 0.583 -0.401 -3.150 -0.5 -0.7 4.7
O 1.037 -0.731 -1.998 -1.0 1.3 -3.3
O -1.546 0.441 -2.062 2.9 -1.2 -2.7
O 1.300 -0.648 -6.654 -3.6 1.5 3.7
H 2.144 -1.297 -4.248 0.4 0.2 -0.6
H -2.594 0.655 -4.410 -0.1 -0.1 -0.1
B -2.135 3.031 1.219 -0.7 2.8 -2.7
F -1.794 4.403 1.129 0.3 -0.4 0.3
F -3.447 2.883 1.412 -2.8 -0.2 0.7
F -1.875 2.477 -0.066 1.2 -1.0 -1.0
F -1.470 2.356 2.128 2.7 -1.9 2.5
B 2.673 -3.086 1.041 1.9 -0.7 0.2
F 4.013 -2.782 0.751 0.3 0.3 0.1
F 1.883 -2.030 0.723 -2.2 3.3 -1.4
F 2.325 -4.147 0.253 -0.7 -1.3 -0.5
F 2.467 -3.251 2.382 0.0 -0.9 1.5
C 0.580 -0.012 5.214 1.5 0.0 0.5
C -0.040 -1.010 4.246 -0.5 0.7 1.9
O -0.643 -0.258 3.264 -0.9 0.2 -2.8
O 1.942 -0.316 5.267 1.5 -0.1 0.9
H 0.188 -0.018 6.231 -0.5 -0.4 0.1
H 0.580 1.046 4.950 -0.7 -0.1 -0.8
H -0.722 -1.563 4.891 -0.7 -0.5 -0.6
H 0.641 -1.720 3.776 0.4 0.3 0.2
H -1.469 0.163 3.512 -0.1 0.1 -0.1
H 2.025 -1.023 5.911 0.5 -0.1 -0.1
C 2.933 2.542 -1.270 1.5 -0.7 -2.4
C 1.787 2.868 -2.249 0.3 -0.7 2.7
O 0.753 2.912 -1.282 -1.4 0.2 -0.8
O 2.830 1.305 -0.541 -1.5 0.9 0.3
H 3.054 3.411 -0.623 0.0 -0.4 0.2
H 3.772 2.406 -1.952 0.7 0.4 0.4
H 1.579 2.104 -2.999 0.3 -0.1 -0.2
H 1.906 3.860 -2.684 0.4 -0.1 -0.2
H 0.066 3.412 -1.729 -1.0 0.0 0.8
H 3.510 0.669 -0.775 0.1 0.0 -0.1
C -3.277 -1.577 1.053 -1.0 0.8 0.6
C -2.157 -2.623 1.047 0.1 1.5 -1.2
O -1.185 -2.193 0.008 -1.0 0.1 1.0
O -2.875 -0.263 1.411 1.8 0.2 0.6
H -4.026 -1.835 1.802 -0.1 -0.8 0.0
H -3.810 -1.345 0.132 0.2 -1.4 -0.6
H -2.603 -3.595 0.834 0.2 0.0 -0.3
H -1.656 -2.690 2.012 0.1 0.2 0.0
H -0.876 -2.948 -0.499 0.4 -0.2 0.2
H -3.642 0.256 1.666 0.0 0.3 -0.2
```
Forces are in eV/Å.



[4]
# H4N2S2

The molecule H4N2S2 (wB97M-V/def2-TZVPD, OMol25).

The calculation puts the LUMO energy at 0.00584 Ha. The calculation puts the energy above the lowest of the compared OMol25 structures with the same formula, charge and spin at 0.2574 eV. For the total energy, the calculation gives -24714.5141 eV.

Geometry as XYZ:
```
8
Properties=species:S:1:pos:R:3:forces:R:3
N 1.015 -1.202 0.802 0.7 -0.1 0.8
N -0.728 1.195 -1.351 0.1 0.0 0.0
S 1.982 -0.114 -0.091 -2.4 0.0 -1.8
S 0.369 0.030 -1.820 1.0 0.6 1.5
H 1.565 -2.014 1.076 -0.2 0.0 -0.2
H 0.675 -0.774 1.657 0.0 0.1 -0.1
H -0.857 2.050 -1.843 1.0 0.5 -0.7
H -1.628 1.016 -0.959 -0.2 -1.2 0.6
```
Forces are in eV/Å.



Number 2 is which compound?
C4H9NP